{
  "formula": "C49H109N6O2",
  "method": "ωB97M-V with the def2-TZVPD basis set",
  "symbols": ["O", "H", "C", "C", "C", "C", "C", "C", "N", "O", "C", "C", "C", "H", "H", "H", "H", "H", "H", "H", "H", "H", "H", "H", "H", "H", "H", "H", "H", "H", "H", "C", "C", "C", "N", "C", "C", "C", "C", "C", "H", "H", "H", "H", "H", "H", "H", "H", "H", "H", "H", "H", "H", "H", "H", "H", "H", "H", "C", "C", "C", "N", "C", "C", "C", "C", "C", "H", "H", "H", "H", "H", "H", "H", "H", "H", "H", "H", "H", "H", "H", "H", "H", "H", "H", "C", "C", "C", "N", "C", "C", "C", "C", "C", "H", "H", "H", "H", "H", "H", "H", "H", "H", "H", "H", "H", "H", "H", "H", "H", "H", "H", "C", "C", "C", "N", "C", "C", "C", "C", "C", "H", "H", "H", "H", "H", "H", "H", "H", "H", "H", "H", "H", "H", "H", "H", "H", "H", "H", "C", "C", "C", "N", "C", "C", "C", "C", "C", "H", "H", "H", "H", "H", "H", "H", "H", "H", "H", "H", "H", "H", "H", "H", "H", "H", "H"],
  "coordinates": [[-8.590, -23.664, 15.058], [-8.932, -23.700, 14.152], [-10.022, -25.861, 8.024], [-10.958, -24.837, 8.596], [-10.698, -24.467, 10.096], [-9.378, -23.676, 10.222], [-9.378, -22.413, 9.355], [-9.789, -22.597, 7.896], [-10.902, -23.578, 7.791], [-11.596, -23.461, 6.760], [-8.603, -23.209, 7.098], [-10.116, -21.203, 7.378], [-12.442, -25.356, 8.547], [-10.246, -26.891, 8.310], [-9.002, -25.832, 8.409], [-10.027, -25.848, 6.935], [-10.843, -25.415, 10.612], [-11.410, -23.796, 10.582], [-8.497, -24.288, 10.016], [-9.262, -23.424, 11.279], [-8.467, -21.840, 9.529], [-10.098, -21.702, 9.774], [-8.170, -24.082, 7.583], [-7.815, -22.461, 7.018], [-8.915, -23.535, 6.106], [-10.971, -20.779, 7.906], [-10.325, -21.256, 6.310], [-9.296, -20.501, 7.519], [-13.038, -24.490, 8.848], [-12.764, -25.949, 9.407], [-12.663, -25.939, 7.658], [-17.111, -23.113, 12.272], [-15.717, -23.450, 12.749], [-14.944, -22.300, 13.413], [-13.635, -22.817, 14.022], [-12.653, -23.421, 13.008], [-13.781, -23.808, 15.187], [-12.760, -23.446, 16.263], [-11.954, -22.290, 15.716], [-12.873, -21.637, 14.693], [-17.595, -23.987, 11.835], [-17.122, -22.319, 11.525], [-17.812, -22.851, 13.065], [-15.132, -23.825, 11.907], [-15.735, -24.232, 13.510], [-15.519, -21.967, 14.278], [-14.701, -21.439, 12.792], [-13.144, -24.302, 12.593], [-11.662, -23.721, 13.341], [-12.565, -22.779, 12.130], [-13.602, -24.844, 14.907], [-14.793, -23.666, 15.562], [-12.096, -24.265, 16.531], [-13.256, -23.032, 17.141], [-11.068, -22.701, 15.228], [-11.733, -21.495, 16.426], [-12.474, -21.112, 13.826], [-13.618, -20.978, 15.139], [-4.177, -19.109, 11.211], [-5.339, -19.908, 11.801], [-6.059, -19.142, 12.919], [-7.431, -19.630, 13.295], [-7.396, -21.056, 13.887], [-8.434, -19.583, 12.126], [-9.784, -19.525, 12.818], [-9.641, -18.796, 14.160], [-8.119, -18.735, 14.389], [-4.547, -18.569, 10.339], [-3.324, -19.663, 10.823], [-3.791, -18.405, 11.949], [-4.921, -20.839, 12.187], [-6.000, -20.165, 10.971], [-6.208, -18.072, 12.766], [-5.370, -19.197, 13.763], [-7.054, -21.761, 13.128], [-8.407, -21.398, 14.097], [-6.683, -21.125, 14.704], [-8.303, -20.373, 11.390], [-8.250, -18.653, 11.586], [-10.296, -20.452, 13.082], [-10.505, -18.958, 12.228], [-10.160, -19.278, 14.987], [-10.065, -17.795, 14.099], [-7.852, -19.210, 15.331], [-7.759, -17.709, 14.432], [-5.718, -20.309, 17.822], [-4.909, -21.226, 16.902], [-5.296, -22.702, 17.018], [-4.576, -23.622, 16.066], [-3.073, -23.486, 15.992], [-5.064, -23.639, 14.580], [-4.788, -24.992, 13.987], [-4.694, -25.943, 15.159], [-5.138, -25.073, 16.307], [-5.115, -19.457, 18.132], [-6.014, -20.799, 18.749], [-6.602, -19.929, 17.308], [-3.892, -21.216, 17.301], [-4.827, -20.911, 15.861], [-6.348, -22.964, 16.875], [-5.106, -23.115, 18.011], [-2.756, -24.150, 15.190], [-2.715, -23.982, 16.896], [-2.667, -22.489, 15.854], [-4.630, -22.766, 14.092], [-6.150, -23.529, 14.504], [-3.920, -24.882, 13.333], [-5.530, -25.285, 13.245], [-3.708, -26.326, 15.416], [-5.391, -26.769, 15.031], [-4.751, -25.495, 17.237], [-6.213, -24.968, 16.447], [-8.667, -29.884, 10.020], [-8.570, -29.459, 11.483], [-9.300, -28.125, 11.785], [-9.016, -27.439, 13.115], [-7.553, -27.000, 13.226], [-9.501, -28.296, 14.303], [-10.743, -27.612, 14.857], [-10.415, -26.143, 14.708], [-9.979, -26.209, 13.220], [-8.586, -30.963, 9.908], [-7.978, -29.358, 9.361], [-9.715, -29.680, 9.785], [-7.544, -29.507, 11.850], [-9.111, -30.227, 12.039], [-10.388, -28.175, 11.820], [-9.036, -27.416, 10.995], [-7.501, -26.537, 14.210], [-7.461, -26.231, 12.460], [-6.885, -27.830, 13.012], [-8.672, -28.403, 15.001], [-9.715, -29.334, 14.049], [-10.995, -27.894, 15.879], [-11.652, -27.754, 14.270], [-9.593, -25.810, 15.343], [-11.258, -25.516, 14.994], [-9.425, -25.287, 13.045], [-10.770, -26.373, 12.494], [-7.023, -28.043, 17.599], [-7.327, -27.033, 18.751], [-8.562, -26.188, 18.454], [-8.902, -25.184, 19.547], [-8.462, -25.687, 20.892], [-10.430, -24.881, 19.467], [-10.515, -23.366, 19.484], [-9.319, -22.958, 18.638], [-8.260, -23.787, 19.324], [-7.687, -28.906, 17.640], [-5.996, -28.392, 17.702], [-7.082, -27.630, 16.589], [-6.374, -26.515, 18.878], [-7.426, -27.592, 19.679], [-9.411, -26.862, 18.327], [-8.557, -25.605, 17.528], [-8.909, -25.041, 21.647], [-7.378, -25.716, 20.945], [-8.920, -26.654, 21.101], [-10.795, -25.402, 20.350], [-10.839, -25.317, 18.558], [-10.454, -23.035, 20.522], [-11.444, -22.926, 19.124], [-9.074, -21.904, 18.757], [-9.480, -23.252, 17.598], [-7.971, -23.388, 20.294], [-7.385, -24.051, 18.729]],
  "spin_multiplicity": 1,
  "total_charge": 5,
  "e_homo_ev": -18.615,
  "gap_ev": 5.4,
  "fmax_ev_per_a": 5.49
}